DFT (the ωB97M-V functional and the def2-TZVPD basis) results for C22H32N7O4PPd as an isolated structure.

```
! RIJCOSX wB97M-V def2-TZVPD def2/J DEFGRID3
* xyz 2 5
Pd 1.57 -0.64 0.22
N 3.30 -0.49 -1.47
C 3.68 0.90 -1.77
C 3.45 1.80 -0.57
O 4.04 2.84 -0.44
N 2.42 1.36 0.25
C 2.13 2.08 1.37
C 2.17 0.96 2.77
O 2.40 1.59 3.75
O 1.89 -0.19 2.41
H 3.11 -1.01 -2.32
H 4.06 -0.96 -1.00
H 4.72 1.00 -2.07
H 3.06 1.27 -2.58
H 2.77 2.92 1.59
H 1.06 2.28 1.52
C -2.31 -2.61 1.24
C -1.24 -1.71 1.17
N -0.05 -2.06 0.72
C 0.17 -3.35 0.39
C -0.84 -4.31 0.40
C -2.11 -3.90 0.83
C -0.52 -5.67 0.04
C 0.75 -6.03 -0.21
C 1.82 -5.07 -0.12
C 3.18 -5.42 -0.23
C 4.14 -4.46 -0.04
C 3.74 -3.14 0.20
N 2.47 -2.77 0.24
C 1.53 -3.73 0.13
H -3.26 -2.29 1.63
H -1.35 -0.68 1.49
H -2.92 -4.62 0.85
H -1.32 -6.40 0.01
H 1.00 -7.05 -0.45
H 3.45 -6.45 -0.44
H 5.19 -4.71 -0.06
H 4.48 -2.38 0.39
C -3.56 1.60 1.72
N -2.40 2.35 1.22
C -1.79 3.25 2.22
P -1.58 1.94 -0.09
O -0.43 1.02 -0.02
N -1.02 3.42 -0.74
C 0.18 3.42 -1.56
C -1.83 4.62 -0.79
N -2.70 1.43 -1.21
C -3.89 2.22 -1.54
C -2.34 0.40 -2.18
H -3.29 1.03 2.61
H -3.93 0.90 0.96
H -4.36 2.28 1.98
H -1.49 2.69 3.11
H -2.51 4.01 2.52
H -0.91 3.75 1.83
H 0.71 2.48 -1.45
H 0.83 4.24 -1.21
H -0.08 3.62 -2.60
H -2.68 4.56 -0.11
H -2.18 4.79 -1.82
H -1.20 5.47 -0.52
H -4.17 2.86 -0.71
H -4.71 1.54 -1.75
H -3.71 2.82 -2.43
H -1.39 -0.05 -1.92
H -2.30 0.82 -3.19
H -3.12 -0.37 -2.16
*
```

lowest unoccupied orbital energy (spin up / spin down)	-5.53 / -9.47	eV
largest force on an atom	0.01590	hartree/bohr
total energy	-2010.47388	Eh
expectation value of S²	6.0218

Atom charges from the natural (NBO) analysis, given in e for atoms 1 to 2: number 1, Pd, carries 1.245; number 2, N, carries -0.830


DFT (the ωB97M-V functional and the def2-TZVPD basis) results for C22H33AsF14N4OS5Sb2TeTi as an isolated structure.

```
! RIJCOSX wB97M-V def2-TZVPD def2/J DEFGRID3
* xyz -1 2
Ti -0.57 -0.24 0.18
C 4.61 -1.16 -0.46
Sb 3.33 0.41 0.18
C 3.55 0.16 2.28
C 5.11 1.73 0.15
C 5.16 2.78 1.20
C 5.90 2.60 2.37
C 5.89 3.55 3.38
C 5.14 4.71 3.24
C 4.41 4.91 2.07
C 4.42 3.96 1.05
C 3.57 4.13 -0.17
Sb 1.59 3.19 0.08
C 1.34 3.36 -2.03
C 0.42 4.12 4.00
H 5.22 -1.38 0.41
H 5.23 -0.82 -1.29
H 4.04 -2.03 -0.76
H 4.61 0.00 2.48
H 2.96 -0.69 2.62
H 3.21 1.06 2.80
H 5.15 2.17 -0.85
H 5.96 1.06 0.25
H 6.49 1.70 2.49
H 6.47 3.38 4.29
H 5.11 5.45 4.02
H 3.83 5.81 1.95
H 4.03 3.76 -1.08
H 3.30 5.19 -0.30
H 1.65 4.36 -2.32
H 0.30 3.20 -2.29
H 1.98 2.63 -2.52
H 0.34 5.04 3.43
H 1.08 4.27 4.86
H -0.56 3.80 4.34
F 0.56 0.47 2.14
As -0.48 -0.16 3.50
F -1.23 -1.03 2.09
F 0.57 -1.48 3.72
F -1.66 -0.83 4.54
F 0.37 0.75 4.67
F -1.50 1.19 3.19
F -3.24 -1.74 -0.26
C -2.04 -1.52 -0.86
F -2.37 -1.24 -2.18
F -1.48 -2.79 -0.95
F -2.58 2.20 -1.25
Te -1.88 2.65 0.47
F -1.28 4.21 -0.58
F -3.67 3.41 0.61
F -2.56 0.80 0.79
F 0.96 3.13 3.20
O -0.35 1.55 -0.35
C -1.22 -4.34 2.44
S 0.51 -4.84 2.61
C 1.07 -4.76 0.95
C 1.35 -3.65 0.22
S 1.31 -2.01 0.82
S 1.93 -4.01 -1.40
C 1.96 -5.72 -1.31
S 2.51 -6.69 -2.54
S 1.35 -6.30 0.18
H -1.47 -3.69 3.27
H -1.87 -5.21 2.44
H -1.34 -3.79 1.52
C 1.91 -0.44 -6.62
C 1.06 0.72 -6.10
C 1.90 1.75 -5.36
C -0.12 0.25 -5.26
N 0.24 -0.19 -3.92
C -0.16 0.30 -2.75
N 0.41 -0.41 -1.80
N 1.16 -1.34 -2.42
N 1.08 -1.21 -3.69
H 2.70 -0.06 -7.27
H 1.31 -1.15 -7.20
H 2.38 -0.99 -5.80
H 0.60 1.21 -6.97
H 2.37 1.30 -4.48
H 1.31 2.60 -5.03
H 2.70 2.12 -6.00
H -0.66 -0.56 -5.74
H -0.82 1.07 -5.11
H -0.86 1.10 -2.60
*
```

lowest unoccupied orbital energy (spin up / spin down)	0.09 / 0.10	eV
largest force on an atom	0.02732	hartree/bohr
relative energy (zero: lowest compared OMol25 entry of this formula, charge and spin)	177.54	kJ/mol
total energy	-8375.47554	Eh
expectation value of S²	0.7533

Atom charges from the Löwdin analysis, given in e for atoms 1 to 2: number 1, Ti, carries 0.762; number 2, C, carries -0.288